{"formula": "C38H109N5O23", "method": "wB97M-V/def2-TZVPD", "species": ["C", "C", "O", "O", "H", "H", "H", "H", "H", "H", "C", "C", "O", "O", "H", "H", "H", "H", "H", "H", "C", "C", "O", "O", "H", "H", "H", "H", "H", "H", "C", "C", "O", "O", "H", "H", "H", "H", "H", "H", "C", "C", "O", "O", "H", "H", "H", "H", "H", "H", "C", "C", "O", "O", "H", "H", "H", "H", "H", "H", "C", "C", "O", "O", "H", "H", "H", "H", "H", "H", "C", "C", "O", "O", "H", "H", "H", "H", "H", "H", "C", "C", "O", "O", "H", "H", "H", "H", "H", "H", "C", "C", "C", "O", "C", "N", "H", "H", "H", "H", "H", "H", "H", "H", "H", "H", "H", "C", "C", "C", "O", "C", "N", "H", "H", "H", "H", "H", "H", "H", "H", "H", "H", "H", "C", "C", "C", "O", "C", "N", "H", "H", "H", "H", "H", "H", "H", "H", "H", "H", "H", "C", "C", "C", "O", "C", "N", "H", "H", "H", "H", "H", "H", "H", "H", "H", "H", "H", "C", "C", "C", "O", "C", "N", "H", "H", "H", "H", "H", "H", "H", "H", "H", "H", "H"], "xyz": [[2.79803, 3.17530, 1.24410], [2.08245, 3.53611, -0.05045], [3.02717, 3.65016, -1.11338], [3.57756, 4.25324, 1.76723], [3.41773, 2.27755, 1.29274], [1.94794, 3.18670, 1.97239], [1.56077, 4.47901, 0.00267], [1.41344, 2.78731, -0.31663], [2.58778, 4.22415, -1.77028], [4.16065, 4.54621, 1.03159], [-3.94455, 5.44549, 0.37756], [-5.01444, 4.41518, 0.12061], [-5.17162, 3.38899, 1.05842], [-2.64920, 4.79991, 0.07781], [-3.85522, 5.83754, 1.40686], [-4.15748, 6.37735, -0.18209], [-4.85650, 3.97801, -0.86777], [-5.94861, 4.99581, 0.16422], [-4.33909, 3.01176, 1.32082], [-2.53090, 5.00364, -0.87130], [1.01591, -6.95940, -2.68141], [0.88252, -5.54363, -3.13630], [-0.22216, -5.00785, -2.43437], [1.42213, -7.06967, -1.31335], [1.82906, -7.52285, -3.16404], [0.06089, -7.51733, -2.92915], [0.73140, -5.46172, -4.24176], [1.78202, -4.99010, -2.78486], [0.11305, -4.55487, -1.56953], [0.74645, -6.76421, -0.72370], [-3.33513, -2.30732, -5.15041], [-2.17900, -3.09809, -4.56839], [-2.31998, -3.22535, -3.10806], [-3.17227, -0.87631, -4.84772], [-4.21991, -2.71813, -4.63913], [-3.39241, -2.47838, -6.21131], [-1.19482, -2.65708, -4.75263], [-2.17847, -4.07444, -5.06168], [-1.58804, -3.83201, -2.94862], [-2.97474, -0.78840, -3.92948], [0.33627, -0.75702, -7.57771], [-0.78633, 0.12402, -7.02459], [-0.57806, 0.59484, -5.66732], [0.41206, -2.02768, -7.01715], [1.15196, -0.12476, -7.42294], [0.21484, -0.92662, -8.63000], [-1.61832, -0.54732, -6.95323], [-0.87944, 0.88888, -7.72193], [-1.42369, 0.35319, -5.24959], [0.68708, -2.01402, -6.03508], [3.90784, -4.61314, 2.06237], [4.26660, -5.55373, 0.88779], [3.57989, -5.15346, -0.29348], [2.46093, -4.49853, 1.95737], [4.39260, -3.57652, 2.06055], [4.20057, -5.07569, 3.05730], [3.90081, -6.57341, 1.16826], [5.33346, -5.51300, 0.73467], [2.76628, -5.70178, -0.41353], [2.16986, -4.28696, 2.83488], [2.34424, 2.24730, -5.12037], [3.41665, 2.23599, -4.07184], [2.95722, 1.56011, -2.97154], [1.11796, 2.60454, -4.42722], [2.16986, 1.25783, -5.61841], [2.52258, 2.96318, -5.96507], [3.83092, 3.20742, -3.82990], [4.25167, 1.66376, -4.53036], [3.33216, 2.06734, -2.21635], [0.42802, 2.19271, -4.95130], [-4.12252, 2.13253, -3.27681], [-2.83668, 2.13297, -2.54498], [-2.12814, 0.99101, -2.94794], [-4.87217, 0.96542, -2.83161], [-3.86027, 1.98566, -4.31360], [-4.73224, 3.11385, -3.17225], [-3.02140, 2.17017, -1.50174], [-2.29874, 3.14216, -2.70258], [-1.38138, 0.77630, -2.37946], [-5.01954, 0.55056, -3.69902], [-0.51044, -4.11455, 1.13409], [-0.81926, -5.55194, 1.54478], [-1.33407, -6.28164, 0.40439], [0.54009, -3.96024, 0.15040], [-0.31279, -3.51787, 2.04008], [-1.40865, -3.66311, 0.66145], [-1.56958, -5.54954, 2.38509], [0.06564, -6.07942, 1.87897], [-1.94713, -5.67139, -0.05324], [1.37839, -4.14073, 0.58374], [-3.35349, -0.44883, 4.12688], [-3.88377, -1.65637, 3.30879], [-3.05710, -1.64144, 2.03459], [-3.57645, -0.64685, 1.19137], [-2.92015, -0.63927, -0.03467], [-3.89489, -2.91172, 4.15051], [-3.95732, -0.16127, 4.93824], [-3.09165, 0.31988, 3.37117], [-2.33617, -0.75597, 4.49480], [-4.94462, -1.61323, 3.04967], [-3.15670, -2.57914, 1.60209], [-1.97382, -1.43819, 2.29226], [-2.97110, -1.55563, -0.67050], [-1.82749, -0.48918, 0.11607], [-3.32067, 0.14766, -0.64114], [-4.43648, -3.54440, 3.58079], [-3.02933, -3.38963, 4.28438], [1.36853, -4.64773, 7.09718], [1.78235, -4.93095, 5.68193], [1.13966, -6.19989, 5.14200], [1.47954, -7.21214, 6.03710], [0.86027, -8.46180, 5.64866], [1.68530, -3.79749, 4.62717], [1.54459, -5.46220, 7.73267], [0.31732, -4.42559, 7.28792], [1.98983, -3.80511, 7.55685], [2.82194, -5.19374, 5.58919], [1.58379, -6.39014, 4.16686], [0.04182, -6.13793, 5.00875], [1.00101, -9.22115, 6.40922], [1.29366, -8.89430, 4.70386], [-0.16561, -8.26830, 5.39260], [0.69651, -3.60402, 4.58840], [2.08257, -3.00029, 5.03383], [-0.06940, 6.36841, -1.21416], [-0.02607, 5.24693, -2.21816], [-1.06751, 5.30707, -3.33171], [-2.39780, 5.44559, -2.85315], [-3.34914, 5.99190, -3.74864], [1.31285, 5.05214, -2.73454], [-1.11102, 6.73774, -1.16955], [0.58252, 7.18673, -1.52043], [0.33786, 6.05957, -0.24061], [-0.21263, 4.31631, -1.64000], [-1.06845, 4.37571, -3.92271], [-0.83845, 6.20815, -4.00247], [-2.93786, 6.88919, -4.29942], [-4.26704, 6.27488, -3.12233], [-3.71097, 5.19350, -4.52035], [1.20636, 4.22781, -3.37190], [1.57882, 5.75055, -3.43751], [1.19753, -1.76757, -2.94535], [0.96766, -1.17134, -1.55667], [2.21660, -1.23110, -0.70757], [2.08908, -0.30763, 0.41223], [3.14797, -0.36518, 1.37072], [0.35066, 0.17234, -1.74838], [2.22751, -1.59536, -3.27261], [0.35596, -1.39618, -3.54727], [1.03661, -2.81445, -2.96162], [0.17944, -1.67873, -1.00049], [3.13760, -0.82085, -1.15450], [2.39020, -2.21568, -0.26014], [3.95033, 0.36178, 1.20315], [3.54321, -1.36028, 1.46922], [2.67939, -0.05519, 2.32594], [0.24420, 0.58651, -0.79662], [1.02923, 0.80875, -2.20424], [0.57663, 7.11859, 7.19206], [0.84934, 6.20338, 6.01206], [2.34761, 6.04642, 5.89309], [2.97044, 7.22682, 5.57145], [4.39545, 7.08191, 5.51695], [0.15859, 4.89331, 6.03386], [1.22338, 7.99897, 6.99493], [1.04255, 6.48603, 7.98664], [-0.45563, 7.29983, 7.44395], [0.55459, 6.65199, 4.99136], [2.52394, 5.30776, 5.09533], [2.80248, 5.66153, 6.86089], [4.73608, 6.51852, 4.66380], [4.80672, 6.56382, 6.38421], [4.80712, 8.04918, 5.49323], [0.41517, 4.37069, 6.85670], [-0.83958, 5.02562, 5.94851]], "max_force_ev_per_a": 3.29, "homo_energy_ha": -0.3334}